1.
{"formula": "C38H37BrCoGeN6O2S", "method": "the ωB97M-V functional and the def2-TZVPD basis", "symbols": ["Br", "Ge", "Co", "S", "O", "O", "N", "N", "N", "N", "N", "N", "C", "C", "C", "C", "C", "C", "C", "C", "C", "C", "C", "C", "C", "C", "C", "C", "C", "C", "C", "C", "C", "C", "C", "C", "C", "C", "C", "C", "C", "C", "C", "C", "C", "C", "C", "C", "C", "C", "H", "H", "H", "H", "H", "H", "H", "H", "H", "H", "H", "H", "H", "H", "H", "H", "H", "H", "H", "H", "H", "H", "H", "H", "H", "H", "H", "H", "H", "H", "H", "H", "H", "H", "H", "H", "H"], "coordinates": [[0.92112, -2.49228, -0.68026], [-1.66079, 1.31758, -1.18816], [1.35735, -0.78726, 0.81716], [3.26842, 0.07514, -0.09031], [-1.22915, 0.23661, 0.29533], [-4.76531, -0.38261, 2.08622], [-1.35015, -1.31307, 2.03037], [1.31569, 0.98718, 1.79430], [0.87127, 0.96017, 3.16315], [-0.12018, -1.41184, 1.99364], [3.91629, -1.85809, -1.87607], [4.58089, 0.32209, -2.32374], [-2.34610, 0.17935, -2.58056], [3.19941, -2.45428, 2.54939], [-5.13442, -2.89403, -0.55574], [-3.64856, 0.34982, -3.04482], [4.48544, -2.21690, -3.01228], [-1.54924, -0.82369, -3.13750], [-4.15362, -0.47759, -4.03881], [6.12974, -2.07057, 4.80172], [0.07409, 2.08899, -1.59575], [0.71966, 1.78323, -2.79463], [-2.89329, 2.65293, -0.52127], [2.46382, 3.36957, -2.30356], [1.90828, 2.41215, -3.14238], [5.13627, -1.32707, -3.87691], [-2.05333, -1.64810, -4.13074], [3.98143, -2.07370, 3.70776], [-4.15573, 2.27745, -0.05801], [4.19058, -1.18398, 5.93569], [-5.04035, 3.22278, 0.43862], [-3.20120, -1.24006, 0.54352], [-4.50424, -1.21611, 1.03888], [0.64654, 3.05750, -0.76773], [-3.35754, -1.47556, -4.57999], [-2.55183, 4.00655, -0.50344], [3.40770, -1.47824, 4.83937], [-2.13586, -0.35445, 1.13956], [1.83124, 3.69356, -1.11182], [0.61738, -2.31576, 2.72247], [-5.47712, -2.02869, 0.46943], [1.90716, -2.20237, 2.35982], [-3.82341, -2.97243, -1.01474], [5.55197, -1.48137, 5.91710], [5.17975, -0.02452, -3.47915], [-4.67858, 4.56211, 0.46958], [-2.86371, -2.15003, -0.45872], [5.35034, -2.36064, 3.69565], [-3.43766, 4.95405, -0.01001], [3.93445, -0.57722, -1.52780], [7.18512, -2.30485, 4.79639], [-5.37007, 5.30144, 0.85123], [-0.54113, -0.98665, -2.77437], [3.72885, -2.89637, 1.70718], [-1.43196, -2.42582, -4.55587], [-1.60012, 4.33623, -0.90076], [6.16132, -1.25493, 6.78167], [5.79259, -2.82208, 2.82156], [-3.16325, 6.00062, -0.01115], [0.78061, 1.91115, 3.50883], [-1.89519, -1.96616, 2.59877], [3.74910, -0.73218, 6.81338], [2.34326, -1.27383, 4.86516], [-6.01711, 2.91669, 0.78981], [0.15984, -3.09222, 3.32771], [5.59412, -1.65155, -4.79790], [-3.55908, -3.66387, -1.80223], [2.23415, 4.46798, -0.47162], [-4.46870, 1.24253, -0.10337], [-6.49505, -1.99048, 0.83967], [-5.69061, -0.45748, 2.34680], [-5.89772, -3.52606, -0.98987], [1.60121, 0.51335, 3.70736], [-4.27723, 1.13269, -2.63626], [4.43978, -3.27424, -3.24957], [-1.83733, -2.19164, -0.80191], [3.36492, 3.89397, -2.60071], [-5.16635, -0.33866, -4.39349], [-3.75003, -2.11669, -5.35858], [0.13663, 3.37780, 0.13595], [5.66460, 0.76879, -4.03027], [2.15686, 1.55199, 1.67868], [0.28411, 1.06779, -3.48081], [-2.56940, 0.36574, 1.84294], [0.57812, 1.43336, 1.25474], [2.38092, 2.17738, -4.08844], [4.57931, 1.29000, -2.02446]], "forces_ev_per_angstrom": [[0.038, -0.289, -0.160], [-0.156, 0.062, 0.049], [0.145, 1.067, -0.382], [-0.044, 0.098, 0.017], [0.058, -0.128, 0.104], [0.011, 0.008, -0.003], [0.183, 0.070, -0.081], [0.120, -0.152, 0.149], [0.031, -0.025, -0.023], [-0.181, -0.018, -0.117], [-0.031, -0.043, 0.093], [-0.011, -0.061, -0.053], [0.029, -0.012, 0.002], [-0.130, 0.065, -0.317], [0.009, -0.006, 0.008], [-0.019, 0.035, 0.025], [0.025, -0.009, -0.030], [-0.047, -0.028, 0.007], [-0.004, -0.007, -0.005], [0.002, 0.018, 0.016], [0.060, -0.029, -0.011], [0.029, -0.085, 0.029], [0.002, -0.054, 0.008], [0.041, -0.041, -0.087], [0.018, 0.037, 0.051], [-0.006, -0.011, 0.011], [-0.011, 0.018, -0.004], [0.120, 0.108, -0.005], [-0.012, 0.016, 0.022], [0.014, 0.011, 0.007], [-0.006, -0.006, -0.004], [0.040, -0.031, -0.089], [-0.023, 0.043, 0.000], [0.049, 0.063, 0.055], [0.015, -0.009, -0.002], [0.001, 0.000, -0.039], [-0.018, -0.038, -0.018], [0.090, 0.073, -0.122], [-0.033, -0.018, 0.042], [0.078, -0.185, -0.336], [0.003, -0.009, 0.000], [-0.013, -0.436, 1.089], [-0.030, 0.020, 0.006], [0.004, -0.002, -0.008], [0.019, 0.009, 0.015], [-0.005, -0.001, -0.004], [-0.013, 0.045, -0.044], [-0.033, 0.031, -0.023], [-0.006, 0.005, -0.016], [-0.024, 0.027, -0.028], [0.000, 0.000, -0.001], [0.002, 0.000, 0.002], [0.021, -0.022, 0.014], [-0.050, -0.159, 0.034], [0.002, -0.002, 0.001], [-0.034, 0.017, 0.006], [-0.002, -0.001, 0.001], [0.000, -0.006, 0.003], [0.004, 0.000, 0.001], [0.009, 0.007, 0.005], [-0.050, 0.086, 0.099], [-0.003, -0.004, 0.002], [-0.009, -0.028, 0.014], [0.000, 0.001, 0.001], [0.002, 0.032, 0.039], [0.006, -0.003, 0.005], [0.006, 0.003, -0.003], [0.026, -0.012, -0.004], [0.003, -0.093, 0.033], [0.000, 0.001, -0.001], [-0.004, 0.022, -0.001], [-0.004, 0.004, 0.001], [0.004, -0.008, 0.001], [0.005, -0.003, -0.007], [-0.008, 0.007, -0.007], [-0.025, -0.006, -0.001], [-0.009, 0.007, 0.030], [0.002, 0.002, 0.000], [0.000, -0.001, 0.004], [-0.003, -0.065, 0.036], [0.007, -0.008, -0.006], [-0.025, 0.025, -0.047], [-0.009, 0.005, 0.007], [-0.059, -0.079, 0.036], [-0.077, 0.033, -0.071], [-0.021, 0.021, -0.024], [-0.086, 0.031, 0.006]], "mulliken_charge": [-0.43, 0.88, 0.23, -0.45, -0.23, -0.56, -0.68, 0.07, -0.56, 1.14, -0.35, 0.03, 0.36, -0.95, -0.79, -0.33, -0.05, 0.27, -0.77, -0.65, 0.42, -0.32, 0.12, -0.80, -0.79, -0.75, -0.99, 1.11, 0.32, -0.87, -0.87, 0.13, 0.81, -0.55, -0.63, -0.39, -0.21, -0.30, -1.12, -0.25, -0.73, 0.41, -0.91, -0.40, -0.01, -0.64, 0.10, -0.57, -0.73, 0.34, 0.41, 0.41, 0.36, 0.41, 0.42, 0.52, 0.41, 0.37, 0.45, 0.31, 0.42, 0.41, 0.41, 0.45, 0.57, 0.44, 0.49, 0.47, 0.42, 0.35, 0.39, 0.44, 0.08, 0.46, 0.45, 0.05, 0.51, 0.46, 0.44, 0.61, 0.47, 0.46, 0.43, 0.44, -0.04, 0.54, 0.22], "e_tot_ha": -8380.59895, "s_squared": 0.80, "spin_multiplicity": 2, "total_charge": 2}

***

2.
{"formula": "C2H6N2O2", "method": "the ωB97M-V functional and the def2-TZVPD basis", "symbols": ["O", "O", "N", "N", "C", "C", "H", "H", "H", "H", "H", "H"], "coordinates": [[3.60283, -3.06054, -3.71860], [-2.02596, 0.12520, 3.56989], [-1.34934, 2.20127, 3.47907], [3.22643, -1.33210, -4.95774], [2.85694, -2.12818, -4.02107], [-2.31378, 1.26736, 3.38866], [-1.53741, 3.20249, 3.38580], [4.11898, -1.44387, -5.44495], [-3.30918, 1.73979, 3.20513], [-0.39334, 1.87288, 3.63642], [1.87009, -1.93166, -3.53610], [2.56134, -0.61849, -5.26588]], "forces_ev_per_angstrom": [[-1.110, 0.262, 0.669], [-0.758, -1.899, -0.141], [0.813, 1.584, -0.149], [-0.257, 3.714, -3.171], [0.833, -3.508, 2.323], [0.298, 1.510, 0.370], [0.192, -0.828, 0.026], [-0.696, -0.091, 0.454], [0.125, -0.689, -0.039], [-0.670, 0.324, -0.067], [0.468, -0.059, -0.268], [0.763, -0.320, -0.006]], "mulliken_charge": [-0.60, -0.55, -0.35, -0.31, 0.18, 0.19, 0.21, 0.24, 0.27, 0.23, 0.28, 0.22], "de_lowest_kcal_mol": 18.7, "spin_multiplicity": 1, "smiles": "NC=O.NC=O", "total_charge": 0}

***

3.
{"formula": "C5H11N", "method": "the ωB97M-V functional and the def2-TZVPD basis", "symbols": ["N", "C", "C", "C", "C", "C", "H", "H", "H", "H", "H", "H", "H", "H", "H", "H", "H"], "coordinates": [[0.01680, -0.76937, -0.60209], [-1.93321, 0.63026, 0.25695], [-1.38671, -0.29364, -0.84056], [0.36869, -1.09505, 0.76603], [2.36584, 0.36501, -0.33879], [0.94011, 0.11200, 0.11231], [2.40802, 1.28052, -0.94303], [0.86820, -2.03868, 0.97616], [-1.37747, 0.18738, -1.82585], [2.78362, -0.45377, -0.92939], [-1.76226, 1.69021, 0.04187], [-0.37626, -0.83719, 1.52965], [0.48369, 1.02300, 0.50227], [-2.98578, 0.47934, 0.50536], [-2.02218, -1.18643, -0.93140], [-1.40773, 0.37274, 1.19038], [3.01664, 0.53369, 0.53016]], "forces_ev_per_angstrom": [[-0.332, 0.224, -0.053], [0.216, -0.040, 0.319], [0.367, -0.112, 0.120], [-0.231, -0.021, 0.448], [-0.073, -0.110, -0.041], [-0.047, 0.207, 0.054], [-0.039, -0.231, 0.033], [0.233, 0.242, -0.339], [-0.069, -0.018, 0.238], [-0.147, 0.001, 0.099], [-0.073, -0.201, 0.068], [0.431, -0.479, -0.128], [0.067, -0.064, -0.035], [-0.006, 0.006, -0.425], [0.313, 0.142, 0.055], [-0.424, 0.548, -0.275], [-0.186, -0.094, -0.138]], "mulliken_charge": [-0.40, -1.00, -0.24, -0.55, -1.42, 0.59, 0.32, 0.25, 0.27, 0.34, 0.28, 0.18, 0.22, 0.31, 0.29, 0.27, 0.30], "de_lowest_kcal_mol": 35.8, "spin_multiplicity": 1, "smiles": "CCN1C[C@H]1C", "total_charge": 0}